(1)
{
  "formula": "C40H45BrCoN4OSSi",
  "method": "wB97M-V/def2-TZVPD",
  "elements": ["Co", "C", "C", "N", "N", "C", "N", "S", "C", "C", "C", "C", "C", "N", "H", "H", "H", "H", "H", "H", "H", "H", "H", "H", "C", "C", "C", "C", "C", "C", "C", "Br", "C", "O", "C", "C", "C", "C", "C", "C", "H", "H", "H", "H", "H", "H", "H", "H", "H", "H", "H", "H", "H", "H", "H", "H", "H", "H", "H", "H", "C", "C", "C", "C", "C", "C", "Si", "C", "C", "C", "C", "C", "C", "C", "C", "C", "C", "C", "C", "H", "H", "H", "H", "H", "H", "H", "H", "H", "H", "H", "H", "H", "H", "H"],
  "xyz": [[-0.46913, 0.89707, -0.44964], [-3.49104, 4.17524, -0.04169], [-2.34015, 3.27787, -0.36665], [-2.01428, 2.29381, 0.35536], [-2.72289, 2.05211, 1.46549], [-2.39877, 1.01496, 2.29185], [-3.19134, 0.93981, 3.39096], [-1.18956, -0.05654, 1.97650], [-1.50006, 3.49520, -1.54687], [-1.44959, 4.71695, -2.21116], [-0.57311, 4.87013, -3.26962], [0.21437, 3.79936, -3.65349], [0.11873, 2.62176, -2.93725], [-0.71454, 2.46830, -1.91062], [-4.35268, 3.59535, 0.30170], [-3.81159, 4.72797, -0.91932], [-3.22509, 4.89282, 0.74051], [-3.51769, 2.62865, 1.67603], [-3.65443, 1.76272, 3.74164], [-2.92772, 0.24935, 4.07071], [-2.04676, 5.55357, -1.87857], [-0.49761, 5.82174, -3.77948], [0.91432, 3.87381, -4.47486], [0.74737, 1.77508, -3.17482], [-4.80344, -4.71051, 1.20851], [-3.91917, -5.17233, 0.03939], [-4.80078, -5.41518, -1.19545], [-3.26992, -6.50394, 0.41945], [-2.87960, -4.09197, -0.25498], [-3.28388, -2.84890, -0.72512], [-2.34332, -1.86637, -0.92803], [-2.94001, -0.14972, -1.54098], [-0.95307, -2.00363, -0.69228], [-0.13789, -0.99090, -0.81362], [-0.53928, -3.30416, -0.28615], [-1.51566, -4.27146, -0.05601], [0.92073, -3.69788, 0.00342], [1.98316, -2.77842, -0.60801], [1.11902, -3.72007, 1.52717], [1.21195, -5.09983, -0.56595], [-5.56426, -5.46471, 1.43843], [-5.31302, -3.77417, 0.96870], [-4.19825, -4.54430, 2.10324], [-5.52983, -6.20478, -0.99082], [-4.19122, -5.72120, -2.04896], [-5.35500, -4.51895, -1.48093], [-4.04625, -7.25636, 0.57917], [-2.69277, -6.42212, 1.34470], [-2.60704, -6.86402, -0.37185], [-4.32797, -2.62873, -0.91910], [-1.18023, -5.23276, 0.31262], [1.94832, -1.76723, -0.20909], [1.86580, -2.70317, -1.69170], [2.97199, -3.20126, -0.40209], [0.90120, -2.73716, 1.95626], [2.15284, -3.98141, 1.77672], [0.45501, -4.44793, 2.00262], [1.06916, -5.10585, -1.64945], [0.58340, -5.88118, -0.13780], [2.25253, -5.36618, -0.35845], [3.49584, 0.91787, 4.46649], [2.84174, -0.08638, 3.76387], [2.31728, 0.17715, 2.50688], [2.44387, 1.43610, 1.91163], [3.09890, 2.43183, 2.63823], [3.61828, 2.17971, 3.90244], [1.75789, 1.71737, 0.16137], [1.77845, 3.62718, -0.03884], [0.88351, 4.38385, 0.73081], [0.79051, 5.76205, 0.60454], [1.59068, 6.42987, -0.31784], [2.48303, 5.70347, -1.09269], [2.57426, 4.32242, -0.94945], [3.12670, 1.10051, -1.01381], [2.81875, 0.39068, -2.17533], [3.80827, -0.00116, -3.07039], [5.13482, 0.31247, -2.81549], [5.46664, 1.00127, -1.65438], [4.47285, 1.38387, -0.76574], [3.90422, 0.71885, 5.45018], [2.73262, -1.07396, 4.19844], [1.79008, -0.61346, 1.97902], [3.20987, 3.42262, 2.20889], [4.12618, 2.96931, 4.44434], [0.25583, 3.87426, 1.46261], [0.09975, 6.32152, 1.22845], [1.52362, 7.50702, -0.42344], [3.12106, 6.21438, -1.80657], [3.28977, 3.77572, -1.55621], [1.78865, 0.09390, -2.36034], [3.54218, -0.55987, -3.96185], [5.91004, 0.00936, -3.50959], [6.50416, 1.23696, -1.44019], [4.74969, 1.91490, 0.14371]],
  "homo_ev": [-6.50, -7.00],
  "lumo_ev": [-0.7, -0.8],
  "total_charge": 0,
  "spin_multiplicity": 4,
  "energy_ha": -6490.0110,
  "de_lowest_kj_mol": 80.2,
  "homo_lumo_gap_ev": [5.839, 6.226],
  "max_force_ha_per_bohr": 0.018
}

---

(2)
{
  "formula": "C40H45F5N5O2P2S2Ti",
  "method": "wB97M-V/def2-TZVPD",
  "elements": ["Ti", "C", "C", "C", "P", "C", "C", "C", "C", "C", "C", "C", "C", "C", "N", "C", "C", "C", "C", "C", "C", "P", "C", "C", "C", "C", "C", "C", "H", "H", "H", "H", "H", "H", "H", "H", "H", "H", "H", "H", "H", "H", "H", "H", "H", "H", "H", "H", "H", "H", "H", "H", "H", "H", "H", "H", "H", "H", "H", "H", "H", "H", "H", "H", "N", "C", "C", "C", "C", "C", "C", "S", "O", "O", "N", "C", "N", "C", "C", "C", "N", "H", "H", "H", "H", "H", "H", "H", "H", "H", "F", "C", "C", "F", "C", "F", "C", "S", "C", "F", "C", "F"],
  "xyz": [[0.06648, -0.35121, -0.38802], [-3.31741, 1.73352, -0.01902], [-2.09477, 2.63297, -0.18747], [-2.45872, 4.08354, 0.11800], [-0.64622, 1.91558, 0.71553], [0.60225, 3.26345, 0.96807], [1.96937, 2.67055, 1.30951], [0.24379, 4.27992, 2.05887], [-1.04702, 1.34777, 2.37708], [-1.54943, 2.10461, 3.43154], [-1.66579, 1.55051, 4.69616], [-1.25004, 0.24324, 4.90738], [-0.77600, -0.53767, 3.86565], [-0.70809, -0.00171, 2.57915], [-0.39769, -0.73939, 1.43851], [-0.37684, -2.17377, 1.49620], [0.71509, -2.82162, 2.08154], [0.74880, -4.19869, 2.15950], [-0.29805, -4.94517, 1.62659], [-1.36580, -4.31097, 1.01688], [-1.43007, -2.91798, 0.93364], [-2.75691, -2.00237, 0.04743], [-3.37511, -3.20518, -1.22321], [-2.30605, -3.59422, -2.24410], [-4.56271, -2.54702, -1.93470], [-4.17157, -1.96303, 1.26022], [-4.78008, -3.31974, 1.60426], [-3.76203, -1.22483, 2.53154], [-4.12633, 2.09873, -0.65507], [-3.10866, 0.69926, -0.29010], [-3.67092, 1.74838, 1.01522], [-1.73772, 2.57674, -1.22007], [-2.78566, 4.20728, 1.15262], [-1.64019, 4.77328, -0.08040], [-3.29553, 4.37172, -0.52126], [0.64417, 3.75927, -0.00176], [1.87830, 1.91144, 2.09311], [2.45407, 2.22294, 0.44909], [2.62449, 3.45378, 1.69667], [0.38525, 3.84175, 3.04741], [0.92883, 5.12556, 1.97536], [-0.76694, 4.66786, 1.99566], [-1.85774, 3.12861, 3.26894], [-2.06419, 2.13797, 5.51282], [-1.31372, -0.18597, 5.90004], [-0.50664, -1.56984, 4.04524], [1.53143, -2.22024, 2.46118], [1.59282, -4.69585, 2.61962], [-0.27195, -6.02649, 1.67573], [-2.15676, -4.90858, 0.58307], [-3.73231, -4.11071, -0.73069], [-2.02439, -2.72993, -2.84966], [-1.41054, -4.00014, -1.77608], [-2.70636, -4.35465, -2.91826], [-4.25681, -1.61011, -2.40812], [-4.94300, -3.20866, -2.71588], [-5.38728, -2.33279, -1.25280], [-4.92416, -1.35908, 0.74299], [-4.02043, -4.00663, 1.98624], [-5.53190, -3.19842, 2.38712], [-5.26953, -3.78524, 0.74944], [-3.03004, -1.80532, 3.09726], [-3.32756, -0.24671, 2.31897], [-4.63291, -1.07818, 3.17426], [7.45389, 1.73018, 1.93246], [6.37752, 1.23901, 1.26370], [5.25429, 0.76402, 1.96639], [4.15977, 0.28649, 1.28607], [4.16074, 0.27262, -0.10538], [5.26977, 0.72270, -0.82036], [6.36281, 1.20736, -0.14299], [2.80842, -0.35884, -0.98579], [1.97262, -1.13683, -0.00914], [3.27943, -1.06447, -2.13103], [1.63240, 0.72168, -1.26439], [1.79313, 1.76188, -2.16261], [2.93625, 1.81497, -2.84596], [3.04977, 2.79121, -3.74095], [2.04287, 3.71190, -3.96368], [0.92473, 3.59267, -3.15916], [0.78876, 2.63450, -2.24671], [7.51746, 1.63975, 2.92964], [8.29832, 1.95321, 1.43851], [5.25902, 0.76626, 3.04931], [3.30354, -0.09344, 1.82824], [5.25857, 0.68487, -1.90157], [7.22668, 1.55841, -0.69396], [3.98076, 2.82825, -4.29564], [2.13473, 4.49095, -4.70506], [0.10210, 4.29616, -3.23886], [2.47658, -2.84678, -5.92686], [1.67303, -2.16498, -5.12146], [1.39414, -2.64389, -3.85356], [1.94929, -3.76823, -3.41863], [0.56809, -1.90538, -3.04172], [0.37389, -2.33870, -1.75944], [-0.01796, -0.70938, -3.42335], [-1.17965, 0.09843, -2.38560], [0.29950, -0.24529, -4.69299], [-0.21974, 0.90470, -5.12633], [1.13215, -0.96042, -5.53562], [1.41383, -0.49757, -6.75018]],
  "homo_ev": -10.24,
  "lumo_ev": -3.5,
  "total_charge": 1,
  "energy_ha": -4803.2825,
  "de_lowest_kj_mol": 102.2,
  "homo_lumo_gap_ev": 6.736,
  "max_force_ha_per_bohr": 0.011
}